[1]
# C26H25BBrN2O13

A 4-piece molecular cluster, C26H25BBrN2O13 overall at a distorted geometry (wB97M-V/def2-TZVPD, OMol25).

Geometry as XYZ:
```
68
Properties=species:S:1:pos:R:3
C 2.4793 2.8458 1.6776
B 0.8637 2.9630 1.3533
O 0.4259 4.0629 0.4928
C -0.2541 1.9332 1.9862
C 0.0707 0.3782 2.3320
N -0.8648 -0.5610 2.8916
N -2.0924 -0.1064 3.1889
C -2.6973 1.2154 3.0087
C -4.2125 1.4906 3.4868
C -5.1125 2.3559 2.4580
C -5.0269 1.8885 0.9074
Br -4.8220 4.3483 2.7042
C -1.7674 2.3735 2.3612
H 2.6117 2.3190 2.7167
H 3.0750 2.2958 0.8564
H 2.8704 3.9363 1.8382
H -0.1576 4.6319 1.0739
H 1.1535 0.0151 2.0989
H -2.7402 -0.8147 3.6223
H -4.1429 2.1176 4.4756
H -4.7475 0.4973 3.8069
H -6.2270 2.1919 2.7828
H -5.1784 2.8069 0.1992
H -5.9475 1.1848 0.7234
H -4.0521 1.3481 0.6120
H -2.1285 3.4541 2.1765
C -0.1792 4.4006 -3.6308
C 0.5809 3.8584 -2.6763
C 1.7768 3.0354 -3.0116
O 2.4623 2.5687 -2.1122
C 2.0833 2.8119 -4.4296
C 1.3214 3.3511 -5.3843
C 0.1412 4.1971 -5.0491
O -0.5240 4.6903 -5.9463
O 1.5966 3.1470 -6.7094
O 0.2912 4.0386 -1.3434
H -1.0491 5.0022 -3.4012
H 2.9441 2.1977 -4.6590
H 0.9053 3.6399 -7.1979
H 0.9840 3.5528 -0.8655
C 1.8730 -2.6257 -3.1440
C 1.3521 -1.9746 -2.1024
C 2.1971 -1.1216 -1.2195
O 1.6840 -0.5226 -0.2834
C 3.6324 -1.0385 -1.5117
C 4.1550 -1.6926 -2.5518
C 3.3055 -2.5233 -3.4509
O 3.8110 -3.0937 -4.4037
O 5.4924 -1.6240 -2.8316
O 0.0168 -2.0649 -1.8050
H 1.2705 -3.2464 -3.7942
H 4.2373 -0.4300 -0.8523
H 5.6207 -2.1791 -3.6285
H -0.1114 -1.5053 -1.0125
C 0.7752 -5.3443 3.3924
C 0.6403 -6.5001 2.7376
C -0.3697 -6.6637 1.6540
O -0.4553 -7.7268 1.0619
C -1.2371 -5.5193 1.3432
C -1.1034 -4.3664 2.0005
C -0.0758 -4.1945 3.0645
O 0.0308 -3.1173 3.6343
O -1.9082 -3.2917 1.7212
O 1.4265 -7.5797 3.0366
H 1.5058 -5.2111 4.1797
H -1.9781 -5.6563 0.5667
H -1.6117 -2.5828 2.3279
H 1.1375 -8.2894 2.4266
```

The spin multiplicity is 1. As for the molar mass: 664.20 g mol⁻¹. Its charge is +1. For the strongest force on any atom, the calculation gives 10.79 eV/A. The calculation puts the HOMO energy at -11.511 eV. As for the LUMO energy: -5.4057 eV.

***

[2]
# C26H25BCl3F6N8O2STi

C26H25BCl3F6N8O2STi as an isolated structure at a distorted geometry (wB97M-V/def2-TZVPD, OMol25).

Geometry as XYZ:
```
73
Properties=species:S:1:pos:R:3
Ti 0.1374 -0.6313 -1.0738
C 0.3880 -2.9409 1.8662
C 0.1633 -1.4912 2.1447
C 0.1704 -0.8692 3.3974
C -0.1220 0.4526 3.1452
N -0.2857 0.6018 1.8223
N -0.0999 -0.5954 1.1991
B -0.8148 1.7482 0.9440
N -2.0062 1.1743 0.1353
C -3.3099 1.4669 0.2243
C -3.9913 0.7102 -0.7016
C -3.0136 -0.0570 -1.3372
C -3.2443 -1.0538 -2.4206
N -1.8177 0.2261 -0.8171
N 0.2681 2.2050 -0.0840
C 1.0577 3.2806 0.0372
C 1.7006 3.4835 -1.1639
C 1.2396 2.4586 -1.9986
C 1.5826 2.2394 -3.4329
N 0.3753 1.6889 -1.3383
N -1.2665 2.9789 1.7103
C -1.8342 4.0697 1.1382
C -1.8258 5.0859 2.0554
C -1.1944 4.5304 3.1899
C -0.8944 5.1839 4.4984
N -0.8504 3.2752 2.9696
H 1.1788 -3.3195 2.5108
H -0.5183 -3.5139 2.0744
H 0.6836 -3.1210 0.8352
H 0.3571 -1.3309 4.3498
H -0.2411 1.2992 3.7963
H -3.6631 2.1831 0.9433
H -5.0489 0.6942 -0.8897
H -4.3069 -1.2846 -2.4720
H -2.9168 -0.6624 -3.3848
H -2.6988 -1.9810 -2.2484
H 1.0768 3.8428 0.9559
H 2.3865 4.2711 -1.4184
H 2.4201 2.8751 -3.7161
H 1.8616 1.2059 -3.6278
H 0.7353 2.4860 -4.0746
H -2.1855 4.0472 0.1210
H -2.2160 6.0803 1.9342
H -1.7674 5.7079 4.8862
H -0.5866 4.4364 5.2264
H -0.0905 5.9144 4.3980
Cl -2.4765 -7.7867 -1.1496
C -1.8764 -6.1592 -1.1361
C -2.4865 -5.2150 -0.3280
C -2.0023 -3.9150 -0.3169
Cl -2.7949 -2.7630 0.7006
C -0.9149 -3.5513 -1.0988
O -0.4213 -2.3199 -1.0924
C -0.3258 -4.5205 -1.9069
Cl 1.0188 -4.0928 -2.9006
C -0.7942 -5.8234 -1.9333
H -3.3316 -5.4754 0.2907
H -0.3161 -6.5554 -2.5662
C 3.9493 0.5982 -0.1344
C 3.2747 -0.6529 -0.6935
O 1.9202 -0.4551 -0.7801
C 3.5711 -1.8320 0.2520
F 4.8864 -1.9888 0.4605
F 3.0134 -1.6049 1.4457
F 3.0896 -2.9894 -0.2152
C 3.8105 -0.9548 -2.1131
F 3.7882 0.1587 -2.8606
F 3.0927 -1.8801 -2.7481
F 5.0862 -1.3729 -2.0735
H 3.6056 0.7596 0.8853
H 3.6596 1.4531 -0.7379
H 5.0335 0.4973 -0.1374
S -0.0315 -0.6103 -3.4214
```

The energy above the lowest of the compared OMol25 structures with the same formula, charge and spin comes out at 30.0 kJ/mol. The spin multiplicity is 2. As for the molar mass: 792.63 g mol⁻¹. Its charge is 0. For the strongest force on any atom, the calculation gives 1.38 eV/A. The calculation puts the HOMO energy (spin up / spin down) at -8.929 / -8.704 eV. As for the LUMO energy (spin up / spin down): -0.4719 / -1.7560 eV.

***

[3]
# C26H25Br24ClO5

C26H25Br24ClO5 as an isolated structure at a distorted geometry (wB97M-V/def2-TZVPD, OMol25).

Geometry as XYZ:
```
81
Properties=species:S:1:pos:R:3
O 4.7394 0.1625 4.0967
C 4.6061 1.3407 3.7760
O 4.9321 1.9398 2.5059
C 3.8125 2.7991 2.1194
C 2.8121 2.1835 1.0549
C 2.5254 0.6447 1.2159
C 1.3423 0.3409 2.2649
C 0.3844 -0.7408 1.7081
C -0.9052 -0.5665 1.3104
C -1.5386 0.8802 1.4047
O -2.5334 1.1083 0.4026
C -3.7553 1.5044 0.9268
C -4.9440 0.8424 0.3648
C -6.2982 1.2550 0.9188
C -6.4512 2.2678 1.9817
C -5.2510 2.9237 2.4797
C -3.9509 2.5253 1.9341
C -1.7052 -1.8005 0.8236
O -2.6123 -1.7895 0.0310
C -1.3166 -3.1733 1.4653
C -0.0315 -3.3427 1.8504
Cl 0.6081 -4.8096 2.6458
C 0.9779 -2.1848 1.5943
O 2.1388 -2.3859 1.3583
H 4.1810 2.0335 4.5467
H 4.2768 3.7019 1.6378
H 3.2293 3.1278 3.0284
H 3.2917 2.3015 0.0367
H 1.8773 2.8009 1.0686
H 3.3967 0.0599 1.5642
H 2.1291 0.2863 0.2267
H 0.8612 1.3245 2.4837
H 1.7586 -0.0243 3.2477
H -0.7214 1.6313 1.2184
H -1.9064 0.9791 2.4574
H -4.8425 0.0778 -0.4317
H -7.2176 0.7586 0.4908
H -7.4362 2.5426 2.4050
H -5.2742 3.7061 3.2756
H -3.0659 3.0676 2.3558
H -2.0345 -4.0005 1.6448
C 6.8491 -1.6935 1.6269
Br 5.6207 -0.3014 2.1989
Br 6.4029 -3.4091 2.4063
Br 6.9930 -1.8055 -0.3119
H 7.8307 -1.4207 1.9999
C 2.9381 4.5567 -2.7625
Br 3.6752 4.5291 -4.5477
Br 1.7320 3.0750 -2.4682
Br 4.3212 4.6403 -1.4074
H 2.3552 5.4670 -2.6730
C -2.2522 -6.4686 5.4058
Br -2.1309 -4.9095 4.2687
Br -3.9920 -6.6200 6.2372
Br -1.7650 -8.0827 4.4591
H -1.5290 -6.3369 6.2033
C -7.1792 -0.3027 -3.1241
Br -6.6434 0.9229 -1.7197
Br -6.9884 -2.1443 -2.5669
Br -8.9654 0.0729 -3.7709
H -6.5021 -0.1510 -3.9583
C -10.4065 -0.1957 1.9261
Br -8.8935 1.0008 1.7521
Br -10.0640 -1.9027 1.0842
Br -10.9534 -0.3979 3.7706
H -11.2374 0.2586 1.3968
C 0.0139 1.3640 -5.6545
Br -0.1618 3.1356 -6.4100
Br -1.6805 0.4328 -5.6026
Br 1.3761 0.3304 -6.5560
H 0.3390 1.4888 -4.6272
C 9.6603 -0.3288 -2.6768
Br 8.5384 1.2438 -2.6122
Br 9.0658 -1.5768 -4.0287
Br 11.5275 0.1290 -2.8912
H 9.5622 -0.8281 -1.7180
C 4.5019 -2.1305 -8.8648
Br 6.1110 -1.2055 -9.4071
Br 4.3090 -2.1669 -6.9399
Br 2.9309 -1.4087 -9.7340
H 4.6011 -3.1595 -9.1929
```

The spin multiplicity is 1. As for the molar mass: 2370.63 g mol⁻¹. Its charge is 0. For the strongest force on any atom, the calculation gives 8.28 eV/A. The calculation puts the HOMO energy at -8.569 eV. As for the LUMO energy: -1.0851 eV.

***

[4]
# C26H25CeN2P

C26H25CeN2P as an isolated structure at a distorted geometry (wB97M-V/def2-TZVPD, OMol25).

Geometry as XYZ:
```
55
Properties=species:S:1:pos:R:3
C 0.0625 -1.3231 -1.9842
C -1.2835 -1.4290 -1.4563
C -1.2168 -2.1000 -0.1687
C 0.1860 -2.4038 0.1016
C 0.9765 -1.9211 -1.0253
Ce -0.0327 -0.0898 0.2205
C -1.0305 1.6927 -0.9725
C 0.3953 1.8837 -1.4101
C 0.7577 2.4575 -2.6367
N 1.3683 1.4044 -0.5578
H -2.0442 -2.2773 0.5051
H -2.1837 -1.0408 -1.9234
H 0.5764 -2.8386 1.0100
H 2.0593 -1.9531 -1.1057
H 0.3498 -0.8100 -2.8997
H -1.7813 1.6184 -1.7283
H 2.3608 1.4501 -0.7528
H -1.2702 2.2536 -0.0617
H -0.0197 2.8765 -3.2531
H 1.7956 2.5297 -2.9110
N 0.6067 -0.6951 2.2210
P 0.4373 0.0036 3.6446
C 1.8991 1.0852 3.8999
C 2.0808 1.7973 5.1013
C 3.2138 2.5893 5.3014
C 4.1852 2.6876 4.3053
C 4.0230 1.9932 3.1075
C 2.8920 1.1984 2.9047
C -1.1931 0.8813 3.6971
C -1.6150 1.5211 4.8742
C -2.8562 2.1556 4.9390
C -3.6999 2.1583 3.8274
C -3.3021 1.5230 2.6548
C -2.0583 0.8921 2.5945
C 0.3599 -1.3565 4.8658
C -0.7048 -2.2738 4.7966
C -0.7845 -3.3396 5.6961
C 0.2034 -3.5106 6.6684
C 1.2693 -2.6140 6.7365
C 1.3513 -1.5450 5.8419
H 1.3322 1.7230 5.8923
H 3.3379 3.1282 6.2428
H 5.0700 3.3053 4.4654
H 4.7837 2.0672 2.3252
H 2.7837 0.6530 1.9611
H -0.9691 1.5171 5.7526
H -3.1667 2.6462 5.8630
H -4.6704 2.6533 3.8825
H -3.9627 1.5192 1.7817
H -1.7748 0.3693 1.6537
H -1.4840 -2.1517 4.0394
H -1.6226 -4.0391 5.6422
H 0.1407 -4.3433 7.3710
H 2.0453 -2.7482 7.4946
H 2.1936 -0.8533 5.9071
```

The spin multiplicity is 1. As for the molar mass: 536.59 g mol⁻¹. Its charge is 0. For the strongest force on any atom, the calculation gives 7.59 eV/A. The calculation puts the HOMO energy at -6.350 eV. As for the LUMO energy: 0.2894 eV.